[1]
Density functional theory data (the ωB97M-V functional and the def2-TZVPD basis) for a 5-piece molecular cluster, CH12NO4 overall.

```
18
Properties=species:S:1:pos:R:3:forces:R:3
H -0.2340 0.1261 3.6439 -0.2 0.1 -0.5
H 2.4295 -1.3108 -1.5441 -0.4 0.4 0.5
H 0.9447 -1.9125 1.6226 0.8 0.5 0.4
H -0.9547 1.6956 -0.4238 0.3 0.2 0.2
H 1.1241 -0.0279 1.0594 0.4 -0.4 0.0
H -0.8841 0.6682 2.2615 0.8 -0.8 0.6
H -1.7588 1.0590 -2.6092 -0.3 0.1 0.0
H -0.7871 -0.4595 -0.1766 0.4 0.2 0.1
O -0.4160 1.5243 0.3840 -0.3 0.1 0.1
H -0.8561 -2.0887 0.2712 0.3 -0.1 0.4
O 1.5577 -1.2952 -1.9749 1.3 -0.4 -0.2
C 0.6581 -0.9993 1.1184 -1.7 -0.8 -1.0
N -0.3763 -1.2037 0.3704 0.1 0.1 -0.6
H -0.2038 2.3753 0.7806 0.0 0.1 -0.2
H 1.8798 -1.6954 -2.7980 -0.8 0.1 -0.3
O -1.3262 1.7683 -2.1188 0.3 -0.4 -0.4
H -0.4613 1.8195 -2.5566 -0.2 0.2 0.2
O -0.3355 -0.0434 2.6901 -0.8 0.8 0.8
```
Forces are in eV/Å.

Energy above the lowest of the compared OMol25 structures with the same formula, charge and spin, kJ/mol: 86.5
Net charge: +1
Largest force on an atom, eV/A: 2.119
Highest occupied orbital energy, eV: -15.215
E_tot, eV: -10904.8691
Frontier orbital gap, eV: 11.8

***

[2]
Density functional theory data (the ωB97M-V functional and the def2-TZVPD basis) for one molecule with the formula C4H9NO2.

```
16
Properties=species:S:1:pos:R:3:forces:R:3
H 0.7018 -2.7963 0.1992 1.4 -0.2 -1.0
H -1.0681 1.8283 1.6276 0.4 0.5 -0.4
H -1.7757 2.3876 0.1597 0.3 -0.3 -0.8
H -0.7873 -1.7373 -1.5664 -0.2 0.1 0.9
N 0.0814 1.2125 -0.0228 -1.5 -0.6 -0.4
H 0.7654 -1.0225 -1.7417 -0.7 0.0 0.7
H 0.7458 0.8077 0.6193 0.2 0.0 -0.1
H -0.0117 -1.8551 1.1730 -0.8 1.2 -0.4
O 1.7115 -0.9785 0.8196 0.0 -0.8 -1.2
H 2.4695 -1.1464 0.2451 0.1 0.2 0.1
C -0.0852 -1.1281 -0.9872 3.2 0.7 -0.3
C 0.6055 -1.7144 0.2681 -1.7 -0.9 1.6
H -0.2577 3.1470 0.6679 -0.2 0.0 0.2
C -0.8068 2.2059 0.6093 0.5 0.0 1.4
C -0.6048 0.2743 -0.7752 -1.3 -0.3 -0.5
O -1.6837 0.5153 -1.2956 0.2 0.5 0.1
```
Forces are in eV/Å.

Energy above the lowest of the compared OMol25 structures with the same formula, charge and spin, kJ/mol: 160.5
Largest force on an atom, eV/A: 3.316
SMILES string: CNC(=O)CCO
Highest occupied orbital energy, eV: -9.406
E_tot, eV: -9878.3977
Frontier orbital gap, eV: 10.1

***

[3]
Density functional theory data (the ωB97M-V functional and the def2-TZVPD basis) for C27H22N3O4ReS as an isolated structure.

```
58
Properties=species:S:1:pos:R:3:forces:R:3
S -1.2712 -2.6123 -0.1030 0.4 1.0 0.3
C -1.9320 -1.1792 3.6073 0.3 0.2 -0.3
H -3.1241 -2.0488 5.1477 -0.1 0.0 0.0
C -0.7727 -1.2916 2.8474 -0.3 -1.0 0.8
H 0.8938 -2.5291 2.3289 0.1 0.0 0.0
N -0.0310 1.3912 -2.5211 -1.5 1.3 -1.4
H -5.6605 1.2331 -3.7312 -0.1 0.0 0.0
H -3.3821 -3.6133 -1.7754 -0.1 0.0 0.1
H -3.8442 0.2357 -2.3891 0.0 -0.1 0.0
C -4.4120 2.7529 -4.5742 0.1 -0.1 0.1
O -0.1531 -6.2277 -5.6350 -0.2 -0.1 0.1
H 0.9060 -5.3201 -3.5252 0.1 0.0 -0.1
H -2.8434 -7.0126 -4.4827 0.2 0.1 0.0
H -2.5696 -0.3138 3.4919 -0.1 0.1 0.0
C -1.2170 -5.3389 -3.7237 0.0 0.2 0.1
H -1.0698 0.4984 1.9600 0.3 0.0 0.0
C -1.2726 1.0060 -2.3353 2.0 0.8 -0.5
C 0.0278 -2.4261 2.9673 -0.1 0.4 -0.1
H 0.5387 0.1017 2.1975 -0.2 0.1 -0.1
H 6.5902 0.5405 -1.1585 0.1 0.0 0.0
H 0.8905 -3.7746 -1.5781 0.1 -0.1 0.0
C -4.6657 1.6493 -3.7720 0.0 0.1 -0.1
O 1.7961 -0.9418 0.1772 -0.9 -0.4 0.5
C -1.2493 -3.6122 -1.5557 0.3 0.0 -0.1
H -1.1147 3.1475 -3.9320 0.1 0.0 0.0
C -3.1331 3.2911 -4.6333 -0.1 0.0 0.0
N -0.3850 -0.2552 1.9578 0.2 0.0 -2.2
C 4.1342 -1.1150 0.4750 -0.8 0.0 -0.1
C 2.1151 0.9837 -1.9156 -0.4 0.1 -0.2
C -0.2986 -3.4039 3.8862 0.0 0.0 0.1
O -2.1494 -7.0539 -5.1536 -0.3 -0.3 -0.3
C 5.5949 0.2270 -0.8861 0.0 0.1 -0.1
C 4.5092 0.7605 -1.5399 -0.1 0.0 0.0
C -0.0220 -4.9358 -3.1294 -0.1 -0.1 -0.2
H 3.9793 -1.8409 1.2590 0.0 -0.1 0.1
C -1.4200 -3.2625 4.6896 -0.1 0.1 0.0
C -1.1146 -6.2387 -4.9201 0.2 0.3 0.1
C -2.4288 -4.8573 -3.2344 0.2 -0.1 0.0
C -0.0334 -4.0808 -2.0493 -0.1 0.1 0.0
H -1.6492 -4.0059 5.4366 -0.1 -0.1 0.0
C 3.0060 -0.5913 -0.1815 1.9 1.0 -0.9
O -1.5066 0.0573 -1.4762 0.2 -0.8 1.1
C 3.1955 0.3770 -1.2195 0.1 -0.7 0.8
H -2.9407 4.1533 -5.2528 0.0 0.1 0.0
H 4.6513 1.4856 -2.3264 0.0 0.1 -0.1
H -3.3708 -5.1246 -3.6942 0.0 0.0 -0.1
H 6.2607 -1.1277 0.6355 0.0 -0.1 0.1
H 2.3590 1.7625 -2.6324 -0.1 0.0 -0.1
C -3.6476 1.0829 -3.0282 0.3 0.1 0.1
Re 0.0321 -0.7399 -0.4770 -1.9 -0.6 1.1
H -5.2100 3.2018 -5.1450 -0.1 0.0 -0.1
C -2.3556 1.6136 -3.0964 -0.5 0.1 -0.1
H 0.3260 -4.2761 3.9849 0.1 -0.1 0.0
C -2.4460 -3.9958 -2.1523 0.1 0.1 0.2
C -2.2428 -2.1580 4.5348 0.0 -0.1 0.0
N 0.8407 0.7118 -1.7754 0.7 -1.1 1.3
C 5.4049 -0.7139 0.1241 -0.1 0.2 -0.2
C -2.1066 2.7278 -3.9031 0.0 -0.1 0.2
```
Forces are in eV/Å.

Energy above the lowest of the compared OMol25 structures with the same formula, charge and spin, kJ/mol: 160.3
Net charge: +1
⟨S²⟩: 1.0245
Largest force on an atom, eV/A: 2.396
Highest occupied orbital energy (spin up / spin down), eV: -11.212 / -11.198
E_tot, eV: -53975.6336
Frontier orbital gap (spin up / spin down), eV: 6.1 / 6.4
Multiplicity: 2

***

[4]
Density functional theory data (the ωB97M-V functional and the def2-TZVPD basis) for one molecule with the formula C6H11N.

```
18
Properties=species:S:1:pos:R:3:forces:R:3
H -2.6589 1.2489 -0.2674 -0.9 0.3 0.6
H 2.1313 -1.6042 -0.1632 -0.1 0.4 0.3
H -1.2155 2.3070 -0.1117 0.3 1.3 0.9
C -1.6350 1.4239 -0.4900 0.6 -1.9 -1.1
H 1.1510 0.9552 -0.9641 -1.2 -1.3 0.9
C 1.2951 0.5011 1.1568 1.5 0.8 -1.1
H -1.8702 -1.8356 -0.5212 -0.5 -1.8 -0.2
H 1.2231 1.5812 1.3335 -0.8 -0.4 1.0
H 0.8379 -0.2707 1.7583 0.1 0.6 1.3
C -0.8312 0.2126 -0.0740 0.5 -0.4 -0.3
C 0.6886 0.2212 -0.1946 1.8 -1.6 -1.2
H -1.5884 1.5215 -1.5684 0.1 0.0 -0.4
H 1.1786 -1.5388 -1.5908 -0.2 0.3 0.0
H 2.3955 0.3780 1.1067 -0.5 -0.4 0.1
N -1.2947 -0.5332 1.1473 -0.3 0.0 1.5
H 0.4260 -2.1066 -0.1172 0.9 1.1 -0.2
C 1.1370 -1.3164 -0.5154 -0.5 0.2 -0.8
C -1.3699 -1.1451 0.0752 -0.8 2.7 -1.3
```
Forces are in eV/Å.

Energy above the lowest of the compared OMol25 structures with the same formula, charge and spin, kJ/mol: 303.7
Largest force on an atom, eV/A: 3.110
SMILES string: CC(C)[C@@]1(C)C=N1
Highest occupied orbital energy, eV: -9.142
E_tot, eV: -7887.3837
Frontier orbital gap, eV: 10.2